A:
A cluster of 2 separate species, C2H5P in total, computed with ωB97M-V/def2-TZVPD.

XYZ file:
```
8
Properties=species:S:1:pos:R:3:mulliken_charge:R:1
C 1.89171 1.05572 0.74866 -0.179
P 2.81503 1.00284 -0.48523 -0.229
H 1.05615 0.91229 1.28139 0.403
C -1.18154 -0.62074 -0.30880 -0.678
H -1.02445 -0.03518 -1.21399 0.232
H -0.36686 -0.30312 0.41229 -0.045
H -2.14065 -0.33858 0.10901 0.251
H -1.04940 -1.67325 -0.54333 0.245
```

Calculated values
* total charge: 0
* HOMO level: -10.22 eV
* gap between HOMO and LUMO: 10.55 eV
* lowest unoccupied orbital energy: 0.012 hartree
* structure (SMILES): C#P.C



B:
The molecule C2H5P, computed with ωB97M-V/def2-TZVPD.

XYZ file:
```
8
Properties=species:S:1:pos:R:3:mulliken_charge:R:1
C -0.05183 -0.49071 -1.53284 -0.596
P -0.54625 -0.10812 0.04234 0.241
C 0.49589 0.37147 1.30046 -0.660
H -0.93599 -0.49417 -2.18924 0.249
H 0.83940 0.23053 -1.82935 0.198
H -1.19103 -1.06413 0.75746 0.054
H 0.11927 0.31949 2.29572 0.289
H 1.27053 1.23563 1.15545 0.224
```

Calculated values
* total charge: 0
* HOMO level (spin up / spin down): -7.83 / -7.83 eV
* gap between HOMO and LUMO (spin up / spin down): 7.47 / 7.47 eV
* lowest unoccupied orbital energy (spin up / spin down): -0.013 / -0.013 hartree
* structure (SMILES): C=[PH]=C



C:
A cluster of 2 separate species, C2H5P in total, computed with ωB97M-V/def2-TZVPD.

XYZ file:
```
8
Properties=species:S:1:pos:R:3:mulliken_charge:R:1
C 0.43885 0.07582 -1.49038 -0.373
C 0.00051 -0.04339 1.25303 -0.775
P 1.26206 0.10873 -0.09430 -0.035
H 0.70802 0.15160 -2.51818 0.356
H -1.69869 -0.09621 -1.70738 0.052
H 0.30761 -0.82033 1.95230 0.281
H -0.05419 0.90188 1.79469 0.257
H -0.96417 -0.27810 0.81022 0.238
```

Calculated values
* total charge: 0
* HOMO level (spin up / spin down): -8.80 / -9.62 eV
* gap between HOMO and LUMO (spin up / spin down): 8.41 / 9.03 eV
* lowest unoccupied orbital energy (spin up / spin down): -0.014 / -0.022 hartree



D:
A cluster of 2 separate species, C2H5P in total, computed with ωB97M-V/def2-TZVPD.

XYZ file:
```
8
Properties=species:S:1:pos:R:3:mulliken_charge:R:1
C -0.31405 0.61510 -0.00954 -0.463
C -0.17333 -0.84449 0.14424 -0.553
P 1.44065 0.12527 0.08420 -0.014
H -0.58524 1.26259 -0.75163 0.333
H -0.80113 1.22666 1.58625 0.124
H -0.60182 -1.09773 1.09121 0.289
H -0.44003 -1.43715 -0.73258 0.264
H 1.47494 0.14973 -1.41214 0.021
```

Calculated values
* total charge: 0
* HOMO level: -9.40 eV
* gap between HOMO and LUMO: 9.93 eV
* lowest unoccupied orbital energy: 0.020 hartree



Least stable = C



A:
The molecule C3H7NO3, computed with ωB97M-V/def2-TZVPD.

XYZ file:
```
14
Properties=species:S:1:pos:R:3:mulliken_charge:R:1
O 2.43948 -1.59937 0.16267 -0.573
C 1.63339 -0.87265 -0.36907 0.555
O 2.24504 0.06856 -1.35605 -0.492
N 0.27680 -0.90932 -0.21384 -0.186
C -0.67201 0.11626 -0.49239 -0.640
C -0.96294 0.83742 0.76078 -0.269
O -2.31324 0.44284 1.21342 -0.558
H 3.16244 -0.04525 -1.09426 0.315
H -0.00539 -1.91022 -0.25164 0.255
H -0.28436 0.68429 -1.38611 0.275
H -1.46185 -0.42659 -0.92016 0.432
H -0.83992 1.95078 0.73636 0.323
H -0.36082 0.51038 1.56992 0.263
H -2.85663 1.15286 1.64037 0.300
```

Calculated values
* total charge: 0
* HOMO level: -10.22 eV
* gap between HOMO and LUMO: 10.95 eV
* lowest unoccupied orbital energy: 0.027 hartree
* structure (SMILES): O=C(O)NCCO



B:
The molecule C3H7NO3, computed with ωB97M-V/def2-TZVPD.

XYZ file:
```
14
Properties=species:S:1:pos:R:3:mulliken_charge:R:1
C 0.70654 -1.28684 -0.93997 -1.401
C 0.57318 -0.20115 0.12552 1.316
O 1.81475 0.42685 0.26091 -0.523
O 0.03264 -0.59006 1.29518 -0.693
H 1.92990 0.61994 1.20150 0.352
H -0.26590 -1.72992 -1.14557 0.353
H 1.13144 -0.87586 -1.85637 0.355
H 1.37160 -2.05295 -0.54199 0.324
C -0.60510 0.84343 -0.34155 -0.956
O -2.21665 0.65941 1.30370 -0.215
N -1.62345 0.08436 0.28949 0.060
H -1.65934 1.38612 1.65918 0.368
H -0.42287 1.82466 0.10673 0.365
H -0.76673 0.89199 -1.41677 0.293
```

Calculated values
* total charge: 0
* HOMO level (spin up / spin down): -9.19 / -9.24 eV
* gap between HOMO and LUMO (spin up / spin down): 7.93 / 8.05 eV
* lowest unoccupied orbital energy (spin up / spin down): -0.046 / -0.044 hartree



C:
A structure of composition C3H7NO3, computed with ωB97M-V/def2-TZVPD.

XYZ file:
```
14
Properties=species:S:1:pos:R:3:mulliken_charge:R:1
C 1.64694 0.96218 0.00252 0.226
C -1.23393 0.29026 -0.50329 -0.265
C -1.53665 -0.74177 0.52698 -0.893
O 0.58682 1.36232 0.60113 -0.549
O 2.56077 0.19907 0.67971 -0.447
N 0.66220 -0.14891 -1.16470 0.104
O 0.98340 -1.28989 -1.13484 -0.308
H 2.14735 -0.57113 1.09719 0.320
H 2.17487 1.61571 -0.70037 0.310
H -1.55774 0.04560 -1.50792 0.307
H -1.51633 1.30519 -0.26241 0.309
H -2.61757 -0.93586 0.52581 0.333
H -1.03820 -1.69076 0.31449 0.292
H -1.26193 -0.40202 1.52571 0.262
```

Calculated values
* total charge: 0
* HOMO level (spin up / spin down): -8.82 / -8.82 eV
* gap between HOMO and LUMO (spin up / spin down): 7.83 / 7.83 eV
* lowest unoccupied orbital energy (spin up / spin down): -0.036 / -0.036 hartree



D:
A cluster of 2 separate species, C3H7NO3 in total, computed with ωB97M-V/def2-TZVPD.

XYZ file:
```
14
Properties=species:S:1:pos:R:3:mulliken_charge:R:1
C 1.68390 0.01372 -1.49981 -1.183
C 0.36594 0.49073 -0.94804 0.780
O -0.36625 1.25799 -1.51875 -0.563
N -0.05625 -0.06551 0.26449 -0.019
C 0.49225 -1.09541 0.98072 0.011
O -0.00128 -1.55326 1.97849 -0.521
H 2.38490 -0.08269 -0.67045 0.351
H 2.04495 0.69833 -2.25736 0.299
H 1.64719 -0.99540 -1.91418 0.321
H -0.82262 0.44900 0.70220 0.294
H 1.50332 -1.36162 0.64116 0.275
O -2.58068 0.75499 1.23008 -0.628
H -2.97983 0.10766 1.83584 0.288
H -3.31555 1.38147 1.17561 0.293
```

Calculated values
* total charge: 0
* HOMO level: -10.10 eV
* gap between HOMO and LUMO: 10.74 eV
* lowest unoccupied orbital energy: 0.024 hartree
* structure (SMILES): CC(=O)NC=O.O



Least stable = C



A:
A cluster of 2 separate species, C3H7NO3 in total, computed with ωB97M-V/def2-TZVPD.

XYZ file:
```
14
Properties=species:S:1:pos:R:3:mulliken_charge:R:1
C -1.15122 -0.98061 -1.74368 -1.041
C -1.10390 -0.56289 -0.30411 0.697
O -1.57468 -1.02404 0.69572 -0.516
N 0.02355 0.33757 -0.04062 -0.107
C 1.03442 1.00278 -0.80187 0.113
O 1.96177 1.64140 -0.18020 -0.532
H -0.82875 -0.12964 -2.32349 0.330
H -2.07092 -1.28794 -2.24112 0.331
H -0.37852 -1.74446 -1.94778 0.277
H 0.57181 0.30094 0.88368 0.214
H 1.26548 0.60995 -1.82710 0.262
O 0.80120 0.45754 2.94826 -0.618
H 1.39502 1.04988 3.38892 0.299
H 0.05476 0.32954 3.49338 0.292
```

Calculated values
* total charge: 0
* HOMO level: -10.09 eV
* gap between HOMO and LUMO: 10.67 eV
* lowest unoccupied orbital energy: 0.021 hartree
* structure (SMILES): CC(=O)NC=O.O



B:
The molecule C3H7NO3, computed with ωB97M-V/def2-TZVPD.

XYZ file:
```
14
Properties=species:S:1:pos:R:3:mulliken_charge:R:1
N -0.02816 -0.44178 -1.59775 -0.703
C 0.14229 -0.54734 -0.16638 0.556
C -1.22618 -0.48014 0.57659 -0.586
O -2.20067 -1.04349 -0.24221 -0.509
C 1.00897 0.52144 0.43459 0.343
O 1.33168 0.53440 1.59066 -0.558
O 1.35629 1.49842 -0.42614 -0.445
H 0.79035 -0.11163 -2.08234 0.212
H -0.28453 -1.34000 -1.97650 0.241
H 0.57504 -1.50761 0.12976 0.171
H -1.08117 -1.03182 1.50164 0.312
H -1.40188 0.56760 0.86957 0.305
H -2.99842 -1.21391 0.27211 0.320
H 1.73281 2.21249 0.11681 0.342
```

Calculated values
* total charge: 0
* HOMO level: -9.33 eV
* gap between HOMO and LUMO: 10.03 eV
* lowest unoccupied orbital energy: 0.026 hartree
* structure (SMILES): N[C@H](CO)C(=O)O



Least stable = A